No. 1
C13H22BF7NO3ReSSi2 as an isolated structure, computed with the ωB97M-V functional and the def2-TZVPD basis.

CARTESIAN COORDINATES (ANGSTROEM)
Re  -0.350  0.911  -1.192
C  1.925  -2.347  -1.306
Si  0.515  -2.187  -0.097
C  1.035  -3.169  1.395
C  -1.127  -2.838  -0.682
C  0.332  -0.313  0.411
C  1.658  0.373  0.353
C  2.810  0.276  1.124
C  3.877  1.086  0.785
C  3.800  1.980  -0.288
C  2.637  2.043  -1.014
N  1.614  1.237  -0.678
Si  -0.676  0.109  1.998
C  0.031  -0.733  3.494
C  -2.439  -0.394  1.678
C  -0.541  1.933  2.373
H  1.866  -3.318  -1.802
H  2.873  -2.329  -0.761
H  1.962  -1.597  -2.092
H  1.265  -4.171  1.018
H  0.273  -3.286  2.163
H  1.949  -2.787  1.855
H  -0.966  -3.724  -1.300
H  -1.697  -2.133  -1.287
H  -1.743  -3.139  0.167
H  2.859  -0.412  1.956
H  4.791  1.029  1.362
H  4.634  2.614  -0.551
H  2.493  2.705  -1.857
H  -0.034  -1.819  3.491
H  -0.537  -0.372  4.357
H  1.071  -0.442  3.658
H  -2.572  -1.472  1.789
H  -2.789  -0.131  0.675
H  -3.105  0.099  2.389
H  0.490  2.188  2.635
H  -1.154  2.145  3.253
H  -0.868  2.617  1.598
F  0.184  0.154  -5.053
B  -0.594  -0.868  -4.737
F  -0.109  -0.536  -2.386
F  -0.111  -2.090  -4.720
F  -1.880  -0.654  -4.531
F  -3.730  2.773  0.437
C  -3.735  3.300  -0.772
F  -4.789  2.903  -1.449
F  -3.677  4.612  -0.706
S  -2.231  2.718  -1.698
O  -2.350  1.202  -1.792
O  -2.103  3.412  -2.920
O  -1.038  2.844  -0.746

multiplicity: 4
⟨S²⟩: 3.783
net charge: +1
DFT total energy: -69890.33640 eV
energy relative to the best compared isomer or geometry (same formula, charge and spin): 0.000 eV
frontier orbital gap (alpha / beta): 8.3459 / 8.0023 eV

In the Mulliken picture, each atom carries the following charge in e: number 1, Re, carries 1.066; number 2, C, carries -1.102; number 3, Si, carries 0.423; number 4, C, carries -1.213; number 5, C, carries -1.096; number 6, C, carries 1.697; number 7, C, carries -0.904; number 8, C, carries -0.714; number 9, C, carries -0.437; number 10, C, carries -0.726; number 11, C, carries -0.382; number 12, N, carries -0.006; number 13, Si, carries 0.308; number 14, C, carries -1.115; number 15, C, carries -1.036; number 16, C, carries -1.055; number 17, H, carries 0.443; number 18, H, carries 0.319; number 19, H, carries 0.307; number 20, H, carries 0.409; number 21, H, carries 0.315; number 22, H, carries 0.316; number 23, H, carries 0.449; number 24, H, carries 0.232; number 25, H, carries 0.346; number 26, H, carries 0.408; number 27, H, carries 0.491; number 28, H, carries 0.493; number 29, H, carries 0.561; number 30, H, carries 0.357; number 31, H, carries 0.409; number 32, H, carries 0.296; number 33, H, carries 0.310; number 34, H, carries 0.277; number 35, H, carries 0.432; number 36, H, carries 0.323; number 37, H, carries 0.470; number 38, H, carries 0.272; number 39, F, carries -0.231; number 40, B, carries 0.705; number 41, F, carries -0.420; number 42, F, carries -0.214; number 43, F, carries -0.201; number 44, F, carries -0.158; number 45, C, carries 0.660; number 46, F, carries -0.170; number 47, F, carries -0.168; number 48, S, carries 0.998; number 49, O, carries -0.623; number 50, O, carries -0.445; number 51, O, carries -0.675

=====

No. 2
A 5-piece molecular cluster, C13H22Cl12NO overall at a distorted geometry, computed with the ωB97M-V functional and the def2-TZVPD basis.

CARTESIAN COORDINATES (ANGSTROEM)
C  2.491  4.686  1.757
C  1.678  3.637  0.990
C  2.705  2.551  0.657
C  2.137  1.226  0.198
C  1.136  0.765  1.260
C  -0.034  1.770  1.535
N  0.604  3.063  1.834
O  -0.220  3.949  2.460
C  -1.119  1.720  0.426
C  -0.646  1.144  2.822
C  1.158  4.351  -0.251
H  3.510  4.825  1.402
H  2.624  4.325  2.781
H  1.918  5.606  1.871
H  3.422  2.892  -0.095
H  3.414  2.385  1.472
H  2.961  0.509  0.184
H  1.677  1.118  -0.785
H  1.605  0.501  2.209
H  0.711  -0.182  0.918
H  -0.805  2.173  -0.513
H  -1.301  0.646  0.411
H  -1.999  2.258  0.776
H  -1.495  1.697  3.225
H  -0.892  0.084  2.767
H  0.060  1.232  3.652
H  1.933  4.894  -0.792
H  0.379  5.081  -0.029
H  0.728  3.612  -0.930
C  -1.837  -6.683  -3.543
Cl  -0.819  -8.101  -3.338
Cl  -2.926  -7.024  -4.897
Cl  -0.722  -5.328  -3.892
H  -2.352  -6.558  -2.596
C  -4.400  -1.664  1.248
Cl  -4.225  -3.454  1.249
Cl  -3.628  -1.031  2.702
Cl  -6.129  -1.325  1.237
H  -3.918  -1.276  0.356
C  2.771  -3.725  -1.348
Cl  1.476  -3.170  -2.468
Cl  2.665  -5.411  -0.910
Cl  2.847  -2.645  0.057
H  3.704  -3.614  -1.892
C  -2.090  -2.369  -2.800
Cl  -3.616  -3.320  -2.582
Cl  -2.146  -0.810  -1.906
Cl  -1.764  -2.106  -4.487
H  -1.232  -2.901  -2.403

multiplicity: 2
⟨S²⟩: 0.755
DFT total energy: -167641.95012 eV
frontier orbital gap (alpha / beta): 8.7991 / 9.8682 eV

In the Mulliken picture, each atom carries the following charge in e: number 1, C, carries -1.859; number 2, C, carries 1.659; number 3, C, carries -1.453; number 4, C, carries -0.585; number 5, C, carries -1.356; number 6, C, carries 1.178; number 7, N, carries 0.624; number 8, O, carries -0.575; number 9, C, carries -1.077; number 10, C, carries -1.651; number 11, C, carries -1.742; number 12, H, carries 0.371; number 13, H, carries 0.478; number 14, H, carries 0.380; number 15, H, carries 0.516; number 16, H, carries 0.434; number 17, H, carries 0.329; number 18, H, carries 0.319; number 19, H, carries 0.398; number 20, H, carries 0.506; number 21, H, carries 0.320; number 22, H, carries 0.114; number 23, H, carries 0.392; number 24, H, carries 0.360; number 25, H, carries 0.323; number 26, H, carries 0.470; number 27, H, carries 0.438; number 28, H, carries 0.381; number 29, H, carries 0.330; number 30, C, carries 0.044; number 31, Cl, carries -0.128; number 32, Cl, carries -0.113; number 33, Cl, carries -0.064; number 34, H, carries 0.276; number 35, C, carries 0.494; number 36, Cl, carries -0.143; number 37, Cl, carries -0.118; number 38, Cl, carries -0.124; number 39, H, carries -0.102; number 40, C, carries 0.015; number 41, Cl, carries -0.098; number 42, Cl, carries -0.116; number 43, Cl, carries -0.112; number 44, H, carries 0.310; number 45, C, carries 0.356; number 46, Cl, carries -0.118; number 47, Cl, carries -0.120; number 48, Cl, carries -0.083; number 49, H, carries -0.079

=====

No. 3
C13H22Cl2N4OPdSTe as an isolated structure, computed with the ωB97M-V functional and the def2-TZVPD basis.

CARTESIAN COORDINATES (ANGSTROEM)
Pd  0.478  0.087  0.176
Cl  0.845  -1.757  2.001
C  0.062  -3.032  0.997
Cl  -0.458  -2.386  -0.569
H  -0.807  -3.388  1.535
H  0.792  -3.814  0.831
N  3.442  -0.473  -2.788
C  4.129  -1.303  -1.929
C  3.414  -1.323  -0.772
N  2.304  -0.521  -0.921
C  2.353  -0.024  -2.139
C  1.280  0.858  -2.578
N  0.275  1.093  -1.759
C  -0.570  1.973  -2.399
C  -0.059  2.255  -3.625
N  1.117  1.540  -3.724
H  3.721  -0.264  -3.734
H  5.047  -1.786  -2.212
H  3.626  -1.853  0.139
H  -1.482  2.322  -1.949
H  -0.417  2.879  -4.424
H  1.730  1.546  -4.524
Te  1.356  2.182  1.484
C  -2.196  3.248  4.260
C  -2.420  3.289  2.752
C  -3.109  2.043  2.204
S  -2.076  0.570  2.359
O  -1.569  0.274  0.927
C  -3.286  -0.718  2.703
C  -4.109  -1.202  1.512
C  -5.257  -0.291  1.095
H  -1.750  4.176  4.613
H  -1.534  2.430  4.553
H  -3.143  3.119  4.788
H  -1.473  3.450  2.225
H  -3.047  4.144  2.493
H  -3.312  2.109  1.134
H  -4.045  1.851  2.728
H  -3.899  -0.312  3.511
H  -2.686  -1.526  3.125
H  -4.501  -2.179  1.801
H  -3.439  -1.376  0.667
H  -5.869  0.000  1.951
H  -5.908  -0.806  0.391
H  -4.907  0.616  0.601

multiplicity: 5
⟨S²⟩: 6.011
net charge: +2
DFT total energy: -68483.70101 eV
frontier orbital gap (alpha / beta): 9.2662 / 5.9896 eV

In the Mulliken picture, each atom carries the following charge in e: number 1, Pd, carries 0.438; number 2, Cl, carries -0.066; number 3, C, carries -0.299; number 4, Cl, carries -0.057; number 5, H, carries 0.343; number 6, H, carries 0.386; number 7, N, carries -0.140; number 8, C, carries -0.548; number 9, C, carries -0.520; number 10, N, carries 0.278; number 11, C, carries 0.311; number 12, C, carries -0.028; number 13, N, carries 0.205; number 14, C, carries -0.530; number 15, C, carries -0.658; number 16, N, carries -0.127; number 17, H, carries 0.203; number 18, H, carries 0.419; number 19, H, carries 0.477; number 20, H, carries 0.490; number 21, H, carries 0.408; number 22, H, carries 0.198; number 23, Te, carries 0.391; number 24, C, carries -1.202; number 25, C, carries -0.296; number 26, C, carries -0.752; number 27, S, carries 0.495; number 28, O, carries -0.297; number 29, C, carries -0.872; number 30, C, carries -0.244; number 31, C, carries -1.191; number 32, H, carries 0.388; number 33, H, carries 0.310; number 34, H, carries 0.324; number 35, H, carries 0.109; number 36, H, carries 0.381; number 37, H, carries 0.293; number 38, H, carries 0.492; number 39, H, carries 0.534; number 40, H, carries 0.456; number 41, H, carries 0.400; number 42, H, carries 0.154; number 43, H, carries 0.322; number 44, H, carries 0.389; number 45, H, carries 0.233